[1]
The following is a quantum chemistry calculation of 8 unconnected molecules or ions with the total composition C42H49N10O4, from the Open Molecules 2025 dataset.

The calculation puts the gap between HOMO and LUMO at 0.254 Eh. As for the LUMO energy: -3.824 eV. The calculation puts the highest occupied orbital energy at -0.39490 hartree. Its electronic energy is -2477.973267 a.u. The charge is +1.

CARTESIAN COORDINATES (ANGSTROEM)
N1 1.525 -1.868 -4.105
C1 0.527 -1.808 -3.046
C2 1.114 -1.051 -1.857
O1 0.132 -0.558 -0.972
C3 2.078 -1.989 -1.131
C4 2.983 -1.335 -0.181
N2 3.045 -0.070 0.050
C5 4.164 0.270 0.963
O2 4.676 1.508 0.631
N3 5.043 2.263 1.907
O3 6.101 2.673 1.824
C6 5.093 -0.898 0.630
C7 4.053 -2.033 0.653
O4 4.506 -3.223 0.094
H1 1.607 -0.971 -4.576
H2 1.263 -2.572 -4.782
H3 -0.421 -1.338 -3.330
H4 0.283 -2.832 -2.743
H5 1.679 -0.198 -2.249
H6 -0.589 -1.200 -0.904
H7 2.721 -2.459 -1.892
H8 1.558 -2.814 -0.632
H9 2.422 0.618 -0.360
H10 3.823 0.223 2.005
H11 5.975 -1.005 1.255
H12 5.368 -0.794 -0.423
H13 3.672 -2.127 1.680
H14 3.915 -3.942 0.356
N4 -2.691 3.942 1.264
C8 -2.868 2.623 1.251
C9 -1.887 1.722 0.866
C10 -0.657 2.217 0.468
C11 -0.458 3.589 0.473
C12 -1.504 4.405 0.881
H15 -3.846 2.274 1.565
H16 -2.088 0.660 0.873
H17 0.122 1.536 0.157
H18 0.484 4.025 0.168
H19 -1.386 5.483 0.901
N5 8.621 -6.260 -2.579
C13 8.732 -5.193 -3.365
C14 7.958 -4.050 -3.221
C15 7.016 -4.017 -2.207
C16 6.888 -5.123 -1.381
C17 7.713 -6.215 -1.608
H20 9.479 -5.258 -4.149
H21 8.095 -3.211 -3.890
H22 6.391 -3.145 -2.059
H23 6.167 -5.140 -0.577
H24 7.645 -7.097 -0.982
N6 -2.942 -0.887 -1.982
C18 -3.738 -1.568 -1.156
C19 -4.896 -2.214 -1.559
C20 -5.255 -2.150 -2.896
C21 -4.442 -1.444 -3.767
C22 -3.303 -0.835 -3.264
H25 -3.434 -1.594 -0.114
H26 -5.502 -2.751 -0.843
H27 -6.157 -2.638 -3.244
H28 -4.685 -1.362 -4.817
H29 -2.647 -0.270 -3.918
N7 2.729 0.581 -6.026
C23 3.898 0.430 -5.402
C24 4.969 1.296 -5.551
C25 4.821 2.386 -6.396
C26 3.613 2.559 -7.050
C27 2.603 1.634 -6.833
H30 3.973 -0.437 -4.753
H31 5.894 1.120 -5.019
H32 5.633 3.086 -6.542
H33 3.453 3.392 -7.720
H34 1.646 1.737 -7.331
N8 -4.237 5.929 6.467
C28 -3.081 6.474 6.838
C29 -2.026 6.706 5.968
C30 -2.181 6.351 4.637
C31 -3.379 5.784 4.232
C32 -4.371 5.598 5.184
H35 -2.998 6.733 7.888
H36 -1.109 7.153 6.330
H37 -1.380 6.515 3.926
H38 -3.541 5.489 3.204
H39 -5.323 5.159 4.907
N9 -8.751 -3.553 -2.627
C33 -9.089 -4.101 -3.793
C34 -9.366 -5.450 -3.957
C35 -9.288 -6.279 -2.850
C36 -8.939 -5.724 -1.629
C37 -8.683 -4.363 -1.572
H40 -9.142 -3.422 -4.637
H41 -9.639 -5.837 -4.930
H42 -9.498 -7.337 -2.937
H43 -8.868 -6.332 -0.737
H44 -8.415 -3.893 -0.631
N10 -1.178 3.155 11.044
C38 0.080 3.243 10.620
C39 0.433 3.662 9.346
C40 -0.577 4.006 8.462
C41 -1.892 3.919 8.888
C42 -2.137 3.491 10.185
H45 0.843 2.964 11.339
H46 1.475 3.717 9.058
H47 -0.347 4.339 7.457
H48 -2.711 4.176 8.232
H49 -3.153 3.414 10.556

[2]
The following is a quantum chemistry calculation of 2 unconnected molecules or ions with the total composition C42H49N5O5 in a non-equilibrium geometry, from the Open Molecules 2025 dataset.

The calculation puts the gap between HOMO and LUMO at 0.151 Eh. As for the energy above the lowest of the compared OMol25 structures with the same formula, charge and spin: 0.0 kJ/mol. As for the LUMO energy: -2.039 eV. The calculation puts the highest occupied orbital energy at -0.22568 hartree. Its electronic energy is -2279.503974 a.u. The charge is 0.

CARTESIAN COORDINATES (ANGSTROEM)
C1 6.529 1.545 1.231
O1 6.021 0.197 1.390
C2 4.677 0.018 1.334
C3 3.775 1.066 1.058
C4 2.453 0.754 0.811
C5 1.970 -0.565 0.821
C6 0.606 -0.785 0.418
N1 0.230 -1.949 -0.229
C7 1.068 -2.842 -0.963
C8 0.895 -4.215 -0.763
C9 -0.235 -4.782 0.099
C10 0.289 -5.284 1.440
C11 -1.018 -5.871 -0.633
C12 1.834 -5.083 -1.321
C13 2.857 -4.593 -2.132
C14 2.919 -3.235 -2.446
C15 1.993 -2.341 -1.908
C16 1.953 -0.904 -2.430
C17 1.192 -0.781 -3.749
C18 3.339 -0.271 -2.541
N2 -1.112 -1.985 -0.413
N3 -1.557 -0.761 -0.057
C19 -2.988 -0.541 -0.086
C20 -3.824 -1.257 0.792
C21 -3.236 -2.188 1.852
C22 -4.172 -3.339 2.229
C23 -2.800 -1.415 3.091
C24 -5.201 -1.073 0.694
C25 -5.742 -0.222 -0.271
C26 -4.912 0.408 -1.192
C27 -3.529 0.233 -1.124
C28 -2.654 0.818 -2.226
C29 -2.723 2.335 -2.254
C30 -3.011 0.236 -3.596
C31 -0.506 0.054 0.448
C32 -0.607 1.396 0.784
C33 2.876 -1.603 1.197
C34 4.187 -1.311 1.489
H1 7.599 1.437 1.403
H2 6.337 1.926 0.217
H3 6.090 2.229 1.971
H4 4.104 2.104 0.977
H5 1.749 1.522 0.525
H6 -0.932 -3.957 0.277
H7 0.829 -4.490 1.971
H8 -0.541 -5.618 2.074
H9 0.976 -6.128 1.290
H10 -1.397 -5.485 -1.586
H11 -0.382 -6.743 -0.831
H12 -1.873 -6.191 -0.026
H13 1.758 -6.150 -1.100
H14 3.601 -5.275 -2.542
H15 3.688 -2.853 -3.119
H16 1.401 -0.310 -1.690
H17 0.225 -1.295 -3.682
H18 1.004 0.279 -3.966
H19 1.776 -1.230 -4.564
H20 3.957 -0.538 -1.676
H21 3.844 -0.592 -3.462
H22 3.223 0.820 -2.554
H23 -2.343 -2.632 1.390
H24 -4.525 -3.865 1.335
H25 -3.642 -4.066 2.855
H26 -5.039 -2.975 2.794
H27 -2.123 -0.596 2.824
H28 -3.675 -0.985 3.596
H29 -2.282 -2.079 3.794
H30 -5.867 -1.599 1.381
H31 -6.818 -0.059 -0.308
H32 -5.328 1.032 -1.987
H33 -1.621 0.543 -1.986
H34 -2.588 2.735 -1.242
H35 -1.906 2.713 -2.879
H36 -3.692 2.674 -2.645
H37 -2.995 -0.860 -3.566
H38 -4.014 0.567 -3.895
H39 -2.292 0.575 -4.349
H40 -1.513 1.921 0.488
H41 0.030 1.741 1.594
H42 2.520 -2.633 1.251
H43 4.896 -2.080 1.791
O2 -1.295 8.727 3.891
N4 -0.394 7.887 4.114
O3 0.231 7.840 5.201
C35 -0.056 6.944 3.104
C36 0.957 5.998 3.361
C37 1.224 5.021 2.424
C38 0.487 4.924 1.199
C39 0.783 3.851 0.273
C40 0.229 3.667 -0.967
N5 0.814 2.748 -1.841
O4 0.213 2.264 -2.843
O5 2.019 2.438 -1.593
C41 -0.481 5.941 0.939
C42 -0.745 6.933 1.874
H44 1.480 6.045 4.313
H45 2.018 4.297 2.618
H46 1.647 3.253 0.553
H47 -0.668 4.190 -1.298
H48 -1.016 5.941 -0.010
H49 -1.500 7.696 1.699